No. 1
C26H54N3O15P2S | the ωB97M-V functional and the def2-TZVPD basis

Last column: Löwdin charge in e.
Geometry (Å):
C: 2.9124 -4.7181 0.3633  -0.07
C: 2.0220 -4.4131 -0.8292  -0.26
O: 0.7420 -4.9566 -0.5893  -0.11
C: -0.3365 -4.2736 -1.1756  -0.20
C: -1.4069 -3.9645 -0.1594  -0.18
O: -0.8943 -3.1852 0.9052  -0.15
C: -1.8180 -3.0641 1.9767  -0.13
C: -2.6158 -1.7176 1.7940  -0.13
O: -1.8638 -0.9136 0.9061  -0.20
C: -2.2659 0.4448 0.9502  -0.21
C: -1.8863 1.1466 -0.3804  -0.49
P: -3.2105 2.4181 -0.7610  0.98
P: -3.4189 3.5931 1.0419  0.25
O: -3.1455 2.9285 2.3329  -0.32
O: -4.9250 4.1070 0.9432  -0.16
O: -2.4752 4.8587 0.8071  -0.16
C: -2.0816 0.1105 -1.5449  -0.11
C: -0.7056 -0.4867 -1.7367  -0.20
C: -0.3198 -0.7870 -3.2053  -0.14
N: -0.7794 0.1821 -4.1806  -0.11
C: -1.7814 -0.3233 -5.1178  -0.09
N: 0.3017 0.3456 -0.9717  0.08
C: 0.8845 -0.5641 0.0872  -0.08
C: 2.1784 -0.0698 0.7260  -0.11
C: 2.8368 -1.2776 1.4406  -0.22
O: 4.2326 -1.2718 1.3106  -0.18
C: 4.8669 -0.4958 2.3174  -0.08
C: -0.4025 1.5836 -0.5330  -0.31
C: -0.3427 2.6646 -1.6422  -0.11
C: 1.0750 2.8858 -2.2388  -0.13
C: 1.0391 2.8885 -3.7808  -0.07
C: 2.1789 2.1045 -4.3655  -0.45
O: 2.0345 1.1806 -5.1541  0.11
O: 3.4014 2.5372 -3.9405  -0.01
C: 4.2384 1.5140 -3.3850  -0.22
C: 5.6307 2.0752 -3.1307  -0.04
C: 0.0475 2.2175 0.7813  -0.13
O: 1.3616 2.7486 0.7415  -0.10
N: 1.3357 4.1698 0.6759  0.00
O: 2.3960 4.5902 0.4961  0.11
H: 3.1922 -5.7680 0.3844  0.08
H: 2.3773 -4.4975 1.2839  0.08
H: 3.8335 -4.1405 0.3169  0.08
H: 2.4750 -4.8670 -1.7128  0.12
H: 1.9778 -3.3277 -0.9520  0.09
H: -0.0118 -3.3904 -1.7320  0.10
H: -0.8044 -4.9329 -1.9151  0.14
H: -1.7801 -4.9151 0.2237  0.14
H: -2.1957 -3.4005 -0.6742  0.13
H: -2.4855 -3.9171 2.0361  0.13
H: -1.2157 -2.9594 2.8736  0.12
H: -3.5642 -1.9587 1.3031  0.13
H: -2.8088 -1.2255 2.7447  0.12
H: -1.8223 0.9122 1.8285  0.10
H: -3.3426 0.5128 1.0943  0.11
H: -4.3791 1.6421 -0.7449  -0.02
H: -5.2329 4.2983 1.8382  0.09
H: -2.3536 5.2688 1.6747  0.09
H: -2.4390 0.6996 -2.3928  0.08
H: -2.8492 -0.6296 -1.3581  0.14
H: -0.8130 -1.4780 -1.3086  0.11
H: 0.7706 -0.8610 -3.2953  0.13
H: -0.7083 -1.7848 -3.4100  0.12
H: 0.0117 0.5327 -4.7020  0.06
H: -1.5927 -1.3612 -5.3993  0.08
H: -2.7918 -0.2234 -4.7268  0.07
H: -1.7410 0.2610 -6.0330  0.09
H: 1.0567 0.4599 -1.6479  0.16
H: 0.1456 -0.8046 0.8447  0.13
H: 1.1118 -1.4941 -0.4272  0.11
H: 1.9370 0.6501 1.4977  0.09
H: 2.8849 0.3302 0.0021  0.12
H: 2.5735 -1.2242 2.5012  0.13
H: 2.4254 -2.2245 1.0920  0.10
H: 5.9348 -0.5817 2.1512  0.09
H: 4.5529 0.5453 2.2383  0.09
H: 4.6577 -0.8861 3.3140  0.09
H: -0.9822 2.3757 -2.4694  0.09
H: -0.6754 3.6065 -1.2201  0.11
H: 1.8131 2.1867 -1.8521  0.09
H: 1.4397 3.8627 -1.9416  0.11
H: 1.1345 3.9113 -4.1446  0.14
H: 0.1049 2.5013 -4.1651  0.10
H: 3.8332 1.1684 -2.4285  0.10
H: 4.2694 0.6513 -4.0460  0.12
H: 5.6930 2.4176 -2.1019  0.07
H: 6.3642 1.2926 -3.2924  0.08
H: 5.8338 2.9193 -3.7804  0.08
H: 0.0062 1.5231 1.6143  0.13
H: -0.6479 3.0234 1.0086  0.11
C: -2.4301 0.7487 5.9643  -0.16
C: -3.9202 0.6552 6.2132  -0.16
O: -4.2280 -0.7253 5.9691  -0.19
S: -2.9903 -1.6424 6.4089  0.60
O: -3.2239 -2.1481 7.7071  -0.20
O: -2.6729 -2.4880 5.3152  -0.23
O: -1.9003 -0.4717 6.5018  -0.19
H: -2.2054 0.7867 4.8956  0.12
H: -1.9729 1.5981 6.4634  0.14
H: -4.4984 1.2864 5.5449  0.13
H: -4.1710 0.8886 7.2496  0.14

Properties
Orbital gap: 9.30 eV
HOMO: -12.0 eV
Total charge: +1
LUMO level: -2.7018 eV
Total energy: -3396.50456 a.u.

No. 2
CF3IOS | the ωB97M-V functional and the def2-TZVPD basis

Last column: Löwdin spin population.
Geometry (Å):
C: 0.5505 0.8814 0.0173  0.06
O: -1.2224 -1.9661 -1.0549  0.65
F: 0.8780 0.5185 -1.1826  0.01
F: 1.5353 1.7631 0.3965  0.04
F: -0.5361 1.6281 -0.0281  0.01
S: 0.4281 -0.4771 1.1928  0.58
I: -1.6335 -2.3479 0.6590  0.66

Properties
Orbital gap (alpha / beta): 8.56 / 6.71 eV
HOMO (alpha / beta): -9.4 / -9.8 eV
Relative energy (zero: lowest compared OMol25 entry of this formula, charge and spin): 0.000 eV
2S+1: 3
LUMO level (alpha / beta): -0.8079 / -3.0837 eV
<S²>: 2.02
Total energy: -1108.67369 a.u.

No. 3
C5H9F7N3O3S2 | the ωB97M-V functional and the def2-TZVPD basis

Last column: natural (NBO) charge in e.
Geometry (Å):
N: 3.9194 2.2498 1.1800  -0.83
C: 3.1879 1.4883 0.1994  -0.31
S: 2.8875 -0.1797 0.9098  0.35
S: 0.6958 -0.6043 0.7874  1.96
O: 0.2735 -0.3234 -0.5345  -0.82
O: 0.6433 -1.8655 1.4185  -0.80
C: 0.0503 0.7152 2.0150  0.48
F: 1.0843 1.5065 2.2999  -0.30
F: -0.2933 0.0250 3.0858  -0.25
C: -1.2091 1.4991 1.5068  0.55
F: -1.5940 2.2020 2.5656  -0.27
F: -2.1152 0.5746 1.2154  -0.28
C: -1.0507 2.4786 0.2933  0.93
F: -1.3176 1.8574 -0.8403  -0.28
F: 0.2266 2.9092 0.2510  -0.33
F: -1.8511 3.5188 0.4493  -0.27
H: 3.6898 2.0285 2.1423  0.38
H: 3.7496 3.2430 1.0533  0.40
H: 2.2127 1.8766 -0.1129  0.23
H: 3.7932 1.2956 -0.6913  0.24
H: 3.1390 -0.9466 -0.1680  0.21
C: -2.9775 -3.4082 -2.4901  0.77
O: -4.0511 -3.9110 -2.7384  -0.63
N: -2.1098 -2.9954 -3.4670  -0.85
N: -2.5455 -3.2089 -1.1993  -0.86
H: -1.2163 -2.5845 -3.2793  0.38
H: -2.3975 -3.1335 -4.4183  0.41
H: -3.1619 -3.5079 -0.4665  0.41
H: -1.6624 -2.7992 -0.9669  0.37

Properties
Orbital gap: 6.03 eV
HOMO: -11.9 eV
Total charge: +1
LUMO level: -5.9176 eV
Total energy: -2081.02519 a.u.

No. 4
C8H18OSi | the ωB97M-V functional and the def2-TZVPD basis

Last column: natural (NBO) charge in e.
Geometry (Å):
C: 1.5709 1.4719 -1.5682  -0.62
C: 1.7571 0.0653 -1.0995  -0.51
C: 1.7472 -0.1701 0.4433  -0.70
C: 2.9895 -1.0372 0.9396  -0.60
Si: 0.1200 -0.8434 -0.1129  1.73
O: 0.0993 -2.5066 -0.2447  -1.07
C: -1.5744 -0.0115 -0.0610  -0.49
C: -2.5721 -1.0687 0.2831  -0.61
C: -1.7216 0.9319 1.1368  -0.59
C: -2.0096 0.7529 -1.3883  -0.60
H: 2.4709 2.0505 -1.5033  0.19
H: 0.8245 1.9146 -0.9475  0.20
H: 1.2352 1.6130 -2.5475  0.21
H: 2.3381 -0.7277 -1.6100  0.22
H: 1.9893 0.6666 1.0653  0.24
H: 2.5930 -2.1147 1.0546  0.21
H: 3.5987 -0.6548 1.7478  0.21
H: 3.6634 -1.2503 0.0903  0.20
H: -0.1936 -2.7110 -1.1607  0.50
H: -3.0416 -1.4982 -0.5919  0.20
H: -2.0797 -1.8890 0.8655  0.22
H: -3.3862 -0.6726 0.7830  0.21
H: -2.5647 1.5660 1.0603  0.21
H: -0.8653 1.5490 1.1971  0.20
H: -1.6720 0.3096 1.9607  0.21
H: -2.5170 0.1443 -2.0963  0.21
H: -2.6723 1.5468 -1.0605  0.20
H: -1.1815 1.3046 -1.8300  0.22

Properties
Orbital gap: 8.13 eV
SMILES string: C[C@H]1[C@H](C)[Si]1(O)C(C)(C)C
HOMO: -7.5 eV
Relative energy (zero: lowest compared OMol25 entry of this formula, charge and spin): 1.758 eV
LUMO level: 0.6108 eV
Total energy: -680.28201 a.u.